Arrangement i

Computed, not measured: a gas-phase ion, C6H11N2 (charge +1), with the ωB97M-V functional and the def2-TZVPD basis.

```
! RIJCOSX wB97M-V def2-TZVPD def2/J DEFGRID3
* xyz 1 1
C 0.813 -1.372 0.896
C -0.103 0.929 1.152
C 0.871 -0.229 1.452
C 2.007 0.126 2.345
C 0.451 -0.167 -1.726
C -2.018 0.250 -1.753
N -0.706 1.059 0.101
N -0.726 0.166 -0.943
H 0.981 -2.174 0.307
H -0.142 1.710 1.905
H 2.490 0.843 1.672
H 2.626 -0.814 2.596
H 1.512 0.350 3.256
H 1.379 -0.136 -1.135
H 0.356 -1.153 -2.091
H 0.599 0.587 -2.546
H -1.784 0.916 -2.646
H -2.198 -0.637 -2.262
H -2.847 0.602 -1.199
*
```

## Properties
LUMO energy (alpha / beta) (eV): -6.598 / -5.456
Orbital gap (alpha / beta) (eV): 6.23 / 8.17

---

Arrangement ii

Computed, not measured: a gas-phase ion, C6H11N2 (charge +1), with the ωB97M-V functional and the def2-TZVPD basis.

```
! RIJCOSX wB97M-V def2-TZVPD def2/J DEFGRID3
* xyz 1 1
C -1.794 -0.001 -1.212
C -0.710 -0.904 -0.571
C -1.229 -1.933 0.292
C -0.083 1.410 -0.595
C 0.200 0.255 0.079
C 2.446 0.627 1.020
N -1.246 1.295 -1.330
N 1.263 -0.117 0.808
H -2.067 -0.309 -2.257
H -2.715 -0.180 -0.580
H -0.107 -1.495 -1.294
H -1.971 -1.680 0.941
H 0.222 2.438 -0.240
H 2.617 1.382 0.216
H 2.639 1.041 2.005
H 3.296 -0.127 0.905
H -1.776 1.944 -1.859
H 1.096 -0.893 1.333
H -0.617 -2.817 0.327
*
```

## Properties
LUMO energy (alpha / beta) (eV): -4.200 / -5.732
Orbital gap (alpha / beta) (eV): 8.40 / 6.88

---

The most stable of them is arrangement ii.

---

Arrangement i

Computed, not measured: 2 unconnected molecules or ions with the total composition C5H14N2O, with the ωB97M-V functional and the def2-TZVPD basis.

```
! RIJCOSX wB97M-V def2-TZVPD def2/J DEFGRID3
* xyz 0 1
C 1.015 -0.918 -1.483
C 0.574 0.526 -1.257
C -0.945 0.650 -1.087
C -1.498 -0.068 0.126
N -0.785 0.158 1.393
C 0.384 -0.717 1.646
N 0.306 -1.975 0.892
H 2.122 -1.009 -1.548
H 0.705 -1.609 -0.449
H 0.482 -1.357 -2.303
H 0.945 1.174 -2.063
H 1.062 0.876 -0.370
H -1.470 0.320 -1.994
H -1.178 1.737 -1.002
H -2.567 0.220 0.290
H -1.485 -1.180 -0.036
H 1.305 -0.089 1.475
H 0.403 -0.904 2.755
H 0.821 -2.699 1.384
H -0.538 1.160 1.396
H 0.233 3.115 1.480
O 0.109 2.588 0.754
*
```

## Properties
LUMO energy (eV): -3.457
Orbital gap (eV): 4.20

---

Arrangement ii

Computed, not measured: 2 unconnected molecules or ions with the total composition C5H14N2O, with the ωB97M-V functional and the def2-TZVPD basis.

```
! RIJCOSX wB97M-V def2-TZVPD def2/J DEFGRID3
* xyz 0 1
N -1.823 -0.586 1.329
C -0.714 0.113 0.673
C -0.616 -0.291 -0.792
C -0.164 -1.776 -1.007
C 0.278 -2.599 -0.083
C -0.811 1.652 0.821
N 0.456 2.353 0.717
H -2.143 -1.438 0.907
H -2.512 0.049 1.691
H 0.282 -0.198 0.998
H 0.143 0.299 -1.271
H -1.560 -0.255 -1.409
H -0.179 -2.044 -2.069
H 0.477 -2.205 0.951
H 0.639 -3.623 -0.090
H -1.334 1.990 1.744
H -1.482 2.055 0.056
H 0.793 2.261 -0.229
H 1.077 1.983 1.426
H 2.836 1.408 -1.884
H 3.592 0.304 -1.032
O 2.764 0.547 -1.447
*
```

## Properties
Structure (SMILES): C=CC[C@H](N)CN.O
LUMO energy (eV): 0.648
Orbital gap (eV): 9.31

---

The most stable of them is arrangement ii.

---

Arrangement i

Computed, not measured: a molecular structure, C5H14N2O, with the ωB97M-V functional and the def2-TZVPD basis.

```
! RIJCOSX wB97M-V def2-TZVPD def2/J DEFGRID3
* xyz 0 1
N 2.512 -0.342 1.421
C 1.480 -0.455 0.399
C 2.001 0.366 -0.809
O 3.008 -0.415 -1.427
C 0.115 0.126 0.789
N -0.929 0.016 -0.539
C -2.236 0.313 0.112
C -3.349 -0.229 -0.780
H 3.066 -1.154 1.600
H 2.134 -0.105 2.328
H 1.315 -1.478 0.058
H 2.297 1.323 -0.369
H 1.153 0.520 -1.482
H 3.239 0.050 -2.240
H 0.301 1.023 1.399
H -0.363 -0.577 1.470
H -0.357 0.797 -0.322
H -2.309 1.400 0.230
H -2.276 -0.190 1.084
H -3.092 -1.273 -0.951
H -3.394 0.390 -1.676
H -4.316 -0.106 -0.295
*
```

## Properties
LUMO energy (eV): 0.978
Orbital gap (eV): 10.23

---

Arrangement ii

Computed, not measured: C5H14N2O in the gas phase, with the ωB97M-V functional and the def2-TZVPD basis.

```
! RIJCOSX wB97M-V def2-TZVPD def2/J DEFGRID3
* xyz 0 1
C -0.324 -0.769 0.137
N 0.915 -0.137 0.149
C 2.212 -0.867 -0.325
C 3.150 0.349 -0.597
O 3.536 -0.036 -1.915
C -1.510 0.269 -0.041
N -2.309 0.371 1.162
C -3.744 0.553 0.852
H -0.424 -1.356 -0.778
H -0.675 -1.460 1.011
H 1.111 0.378 1.083
H 1.984 -1.275 -1.326
H 2.524 -1.701 0.296
H 2.602 1.348 -0.887
H 3.898 0.244 0.128
H 4.416 0.087 -1.935
H -0.846 1.194 -0.336
H -2.079 -0.027 -0.894
H -1.918 1.122 1.806
H -4.079 1.429 0.418
H -4.083 -0.250 0.131
H -4.358 0.534 1.862
*
```

## Properties
Structure (SMILES): CNCCNCCO
LUMO energy (eV): 0.977
Orbital gap (eV): 9.40

---

The most stable of them is arrangement ii.

---

Arrangement i

Computed, not measured: C5H14N2O in the gas phase, with the ωB97M-V functional and the def2-TZVPD basis.

```
! RIJCOSX wB97M-V def2-TZVPD def2/J DEFGRID3
* xyz 0 1
C -1.981 -0.565 -1.121
N -0.639 -0.958 -0.795
C 0.333 0.073 -0.470
C 0.604 0.154 1.028
C -0.545 0.639 1.896
N -1.603 -0.357 2.133
C 1.673 -0.129 -1.217
O 2.357 1.127 -1.367
H -2.092 0.024 -2.039
H -2.593 -1.455 -1.040
H -2.333 0.056 -0.288
H -0.200 -1.705 -1.308
H 0.026 1.063 -0.834
H 1.008 -0.801 1.407
H 1.472 0.787 1.264
H -0.145 1.009 2.840
H -1.004 1.523 1.433
H -1.281 -1.243 1.808
H -1.797 -0.437 3.118
H 2.409 -0.675 -0.628
H 1.389 -0.494 -2.204
H 1.959 1.721 -2.005
*
```

## Properties
Structure (SMILES): CN[C@H](CO)CCN
LUMO energy (eV): 0.954
Orbital gap (eV): 9.43

---

Arrangement ii

Computed, not measured: 2 unconnected molecules or ions with the total composition C5H14N2O, with the ωB97M-V functional and the def2-TZVPD basis.

```
! RIJCOSX wB97M-V def2-TZVPD def2/J DEFGRID3
* xyz 0 1
C 2.157 0.996 -0.632
N 1.214 -0.103 -0.586
C 0.888 -0.635 0.684
N 0.328 -1.910 0.604
C 1.096 -0.001 1.842
O 1.567 -1.089 -1.538
H 2.232 -1.689 -1.156
H -0.175 -2.081 -0.256
H -0.198 -2.173 1.424
H 1.690 1.864 -0.175
H 2.359 1.216 -1.679
H 3.102 0.770 -0.123
H 1.582 0.951 1.909
H 0.652 -0.380 2.744
C -1.765 1.056 -0.417
C -2.872 0.014 -0.358
H -3.206 -0.260 -1.358
H -2.104 1.945 -0.945
H -1.475 1.362 0.587
H -0.814 0.647 -0.913
H -2.525 -0.888 0.145
H -3.734 0.388 0.193
*
```

## Properties
Structure (SMILES): C=C(N)N(C)O.CC
LUMO energy (eV): 0.896
Orbital gap (eV): 9.03

---

Arrangement iii

Computed, not measured: C5H14N2O in the gas phase, with the ωB97M-V functional and the def2-TZVPD basis.

```
! RIJCOSX wB97M-V def2-TZVPD def2/J DEFGRID3
* xyz 0 1
C 1.846 0.472 0.983
N 1.084 0.409 -0.241
C -0.310 0.792 -0.149
C -1.085 0.372 -1.397
C -2.249 1.315 -1.668
O -1.524 -0.970 -1.339
C 1.909 -0.790 1.843
N 0.643 -1.563 1.878
H 2.863 0.760 0.716
H 1.412 1.251 1.615
H 1.161 -0.486 -0.706
H -0.812 0.416 0.706
H -0.404 1.885 -0.103
H -0.388 0.439 -2.226
H -1.945 2.351 -1.844
H -2.872 1.351 -0.763
H -2.856 1.034 -2.528
H -2.412 -1.035 -0.974
H 2.193 -0.493 2.858
H 2.705 -1.458 1.497
H 0.670 -2.116 2.727
H -0.122 -0.909 2.010
*
```

## Properties
Structure (SMILES): C[C@H](O)CNCCN
LUMO energy (eV): 1.010
Orbital gap (eV): 9.57

---

The most stable of them is arrangement iii.